# 1
{"formula": "C23H25Co2O7Si", "method": "the ωB97M-V functional and the def2-TZVPD basis", "orbital_gap_ev": 1.780, "total_energy_ev": -121716.2991, "relative_energy_ev": 5.248, "e_lumo_ev": -0.4, "fmax_ev_per_a": 4.6, "total_charge": -1, "symbols": ["C", "C", "C", "C", "C", "O", "Si", "C", "C", "C", "H", "H", "H", "H", "H", "H", "H", "H", "H", "H", "H", "H", "H", "H", "H", "H", "H", "H", "O", "C", "Co", "C", "O", "C", "O", "C", "C", "C", "C", "C", "C", "C", "C", "C", "Co", "C", "O", "C", "O", "C", "O", "H", "H", "H", "H", "H", "H", "H"], "positions_angstrom": [[2.0698, -0.6136, 3.0006], [0.7849, 0.1616, 2.7405], [-0.4694, -0.6872, 2.7667], [-1.7904, 0.0745, 2.4736], [-3.0171, -0.8159, 2.7792], [-0.4684, -1.8835, 2.9889], [1.1315, -2.1746, -1.7532], [2.6209, -2.1930, -0.6032], [-0.4070, -2.7152, -0.8192], [0.9034, -0.4909, -2.5407], [2.8903, 0.0943, 3.1507], [1.9651, -1.2258, 3.8995], [2.3119, -1.2461, 2.1414], [0.6633, 0.9767, 3.4749], [0.8378, 0.6598, 1.7644], [-1.7848, 0.9401, 3.1678], [-3.9397, -0.2284, 2.8013], [-3.0947, -1.6009, 2.0158], [-2.8843, -1.2845, 3.7584], [3.4235, -2.7760, -1.0821], [2.9787, -1.1687, -0.4259], [2.3686, -2.6604, 0.3583], [-0.7567, -3.6775, -1.2315], [-0.1995, -2.8350, 0.2548], [-1.2010, -1.9611, -0.9279], [0.4187, -0.6120, -3.5236], [0.2746, 0.1374, -1.8875], [1.8790, -0.0028, -2.6898], [0.8703, 2.9104, -0.0375], [0.0914, 3.1981, 0.7760], [-1.0398, 3.7555, 1.9966], [-1.7161, 0.5324, 1.1054], [-0.9345, 0.2256, 0.2174], [-0.4796, 5.3823, 2.1371], [-0.1148, 6.4732, 2.2677], [-2.8256, 4.0858, 1.7508], [-3.6381, 5.0409, 1.0150], [-3.6598, 6.3863, 1.4300], [-4.4221, 7.3269, 0.7409], [-5.1718, 6.9366, -0.3754], [-5.1576, 5.5998, -0.7933], [-4.3957, 4.6512, -0.1045], [-2.5290, 2.6963, 1.7579], [-2.8439, 1.4733, 1.0258], [-2.7247, 3.4018, 3.4449], [-0.8887, 3.3471, 3.8179], [-0.1038, 3.1289, 4.6762], [-3.4193, 2.1861, 4.5031], [-3.8813, 1.4487, 5.2693], [-3.3177, 4.7758, 4.3112], [-3.7181, 5.6778, 4.9190], [-3.0661, 6.6739, 2.2988], [-4.4197, 8.3615, 1.0857], [-5.7648, 7.6750, -0.9182], [-5.7378, 5.2865, -1.6634], [-4.3846, 3.6095, -0.4311], [-3.7839, 1.0334, 1.3904], [-2.9959, 1.7259, -0.0364]], "atomic_forces_ev_per_a": [[-0.1, 0.2, 0.0], [0.1, 0.1, 0.1], [-0.5, -0.4, 0.2], [2.4, -2.4, 3.0], [0.2, 0.1, -0.2], [0.2, 0.5, -0.1], [-0.2, 0.3, 0.5], [0.3, -0.2, -0.1], [-0.4, -0.4, -0.2], [0.1, 0.1, -0.4], [0.0, -0.1, 0.0], [0.1, -0.1, -0.2], [0.0, 0.0, 0.3], [-0.1, -0.3, -0.2], [-0.1, -0.1, 0.2], [-0.1, -0.3, -0.6], [0.2, -0.2, 0.0], [-0.1, 0.1, 0.2], [0.0, 0.0, -0.2], [-0.1, 0.3, 0.4], [0.0, -0.2, 0.0], [0.1, 0.1, -0.2], [-0.1, 0.3, 0.3], [0.0, 0.0, -0.3], [0.2, -0.3, 0.0], [0.1, 0.3, 0.3], [0.1, -0.1, -0.2], [-0.3, -0.1, 0.0], [-1.0, 0.4, 1.1], [1.2, -0.8, -1.4], [3.7, 0.4, -0.6], [-0.7, 0.4, -1.1], [-0.7, 0.2, 0.8], [1.5, 2.2, 0.6], [-0.7, -1.2, -0.3], [-2.8, -2.3, -1.8], [0.2, 0.0, 0.0], [-0.3, 0.0, -0.4], [0.1, -0.3, 0.0], [0.0, -0.1, 0.0], [0.2, 0.0, 0.2], [-0.1, 0.5, 0.0], [-1.4, 2.1, -1.5], [-1.5, 1.0, -3.0], [-0.5, -0.3, 3.3], [1.5, -0.6, 2.7], [-1.0, 0.4, -1.5], [-0.4, -0.7, 0.7], [0.4, 0.7, -0.9], [-0.7, 1.7, 1.4], [0.4, -0.9, -0.8], [-0.2, 0.0, -0.2], [-0.1, -0.2, -0.2], [0.2, -0.2, 0.1], [0.1, 0.1, 0.2], [0.0, 0.3, 0.1], [0.4, 0.1, -0.2], [-0.1, 0.0, 0.0]]}

***

# 2
{"formula": "C47H34AuN6S", "method": "the ωB97M-V functional and the def2-TZVPD basis", "orbital_gap_ev": [4.544, 4.837], "total_energy_ev": -72753.3540, "multiplicity": 3, "e_lumo_ev": [-3.7, -5.5], "fmax_ev_per_a": 1.2, "total_charge": 1, "symbols": ["Au", "C", "C", "C", "C", "C", "C", "C", "C", "C", "C", "C", "N", "C", "C", "C", "C", "C", "C", "C", "C", "C", "C", "C", "C", "C", "N", "C", "C", "C", "C", "C", "C", "C", "C", "C", "C", "C", "C", "N", "C", "C", "N", "C", "C", "C", "C", "C", "C", "H", "H", "H", "H", "H", "H", "H", "H", "H", "H", "H", "H", "H", "H", "H", "H", "H", "H", "H", "H", "H", "H", "H", "H", "H", "H", "H", "H", "S", "C", "N", "C", "C", "N", "H", "H", "H", "H", "H", "H"], "positions_angstrom": [[0.1917, -0.1892, 0.4003], [-1.3315, -3.4576, -6.2295], [-2.2950, -2.5300, -5.8716], [-2.1584, -1.7886, -4.7108], [-1.0351, -1.9502, -3.9068], [-0.0724, -2.8907, -4.2686], [-0.2255, -3.6429, -5.4181], [-0.8396, -1.2209, -2.6354], [-1.5864, -1.6198, -1.5307], [-2.8203, -2.3413, -1.5599], [-3.2520, -2.4528, -0.2762], [-2.2498, -1.8728, 0.5628], [-1.2659, -1.3396, -0.2328], [-2.1672, -2.0311, 1.9350], [-0.9911, -1.7339, 2.6614], [-0.6717, -2.1935, 3.9541], [0.6185, -1.7912, 4.2185], [1.0468, -1.0355, 3.1066], [2.2286, -0.2667, 3.0556], [3.3524, -0.6549, 3.9201], [3.7965, 0.0908, 5.0051], [4.9159, -0.3214, 5.7072], [5.6106, -1.4560, 5.3206], [5.1634, -2.2063, 4.2459], [4.0294, -1.8209, 3.5600], [2.3859, 0.7982, 2.1724], [1.6317, 0.9791, 1.0480], [2.0706, 2.1255, 0.4329], [1.7645, 2.5027, -0.8599], [2.3472, 3.7576, -1.3816], [3.5165, 3.6988, -2.1349], [4.0851, 4.8544, -2.6371], [3.4877, 6.0814, -2.3976], [2.3327, 6.1480, -1.6350], [1.7655, 4.9932, -1.1217], [1.1020, 1.6397, -1.7738], [1.1327, 1.7402, -3.1778], [0.5123, 0.6151, -3.6801], [0.0590, -0.1330, -2.5757], [0.4346, 0.5025, -1.4189], [3.0937, 2.7161, 1.2422], [3.3316, 1.8662, 2.2736], [0.0580, -1.0158, 2.1652], [-3.3092, -2.6145, 2.6517], [-4.4768, -1.8656, 2.7799], [-5.5604, -2.3810, 3.4636], [-5.5021, -3.6572, 3.9987], [-4.3495, -4.4153, 3.8551], [-3.2497, -3.8937, 3.1991], [-1.4460, -4.0451, -7.1276], [-3.1646, -2.3946, -6.4949], [-2.9212, -1.0773, -4.4236], [0.7814, -3.0468, -3.6267], [0.5154, -4.3821, -5.6786], [-3.3158, -2.6751, -2.4492], [-4.1440, -2.9273, 0.0789], [-1.3201, -2.7721, 4.5801], [1.1889, -1.9595, 5.1097], [3.2502, 0.9738, 5.3018], [5.2541, 0.2458, 6.5599], [6.4969, -1.7596, 5.8549], [5.6978, -3.0950, 3.9465], [3.6753, -2.3965, 2.7171], [3.9834, 2.7407, -2.3093], [5.0028, 4.7927, -3.2023], [3.9317, 6.9846, -2.7904], [1.8808, 7.1064, -1.4236], [0.8720, 5.0577, -0.5141], [1.5893, 2.5328, -3.7370], [0.3786, 0.3499, -4.7099], [3.6030, 3.6314, 1.0080], [4.0626, 1.9624, 3.0537], [-4.5097, -0.8695, 2.3648], [-6.4517, -1.7828, 3.5740], [-6.3521, -4.0554, 4.5290], [-4.3047, -5.4159, 4.2580], [-2.3520, -4.4835, 3.0790], [-1.8663, 1.7605, 0.9144], [-2.1448, 2.1764, -0.6799], [-1.6140, 3.2371, -1.2914], [-2.0327, 3.3526, -2.6749], [-3.0343, 2.1922, -2.8166], [-2.9335, 1.5193, -1.5351], [-0.9305, 3.8371, -0.8644], [-1.1734, 3.2256, -3.3402], [-2.4902, 4.3284, -2.8614], [-2.7462, 1.5127, -3.6216], [-4.0557, 2.5476, -2.9883], [-3.5162, 0.7452, -1.2700]], "atomic_forces_ev_per_a": [[0.2, -0.2, -0.2], [0.0, 0.0, 0.0], [-0.1, -0.1, -0.1], [0.1, 0.2, 0.1], [0.0, -0.1, -0.2], [0.0, 0.1, 0.1], [0.0, -0.1, -0.1], [-0.2, -0.1, 0.1], [0.3, 0.1, 0.3], [-0.3, -0.1, 0.4], [0.1, 0.0, -0.4], [-0.1, -0.1, 0.8], [-0.7, -0.6, -0.8], [-0.3, 0.0, -1.0], [0.6, 0.1, 0.7], [-0.2, 0.1, -0.5], [0.2, 0.3, -0.4], [-0.1, -0.4, 0.3], [0.0, 0.3, -0.2], [0.3, -0.1, 0.2], [-0.1, -0.1, -0.1], [0.1, 0.0, 0.1], [0.0, 0.0, 0.0], [0.1, -0.1, 0.1], [-0.1, 0.1, 0.0], [-0.2, -0.3, -0.3], [0.8, 0.4, 0.6], [-0.3, 0.3, -0.7], [0.4, 0.0, 1.0], [0.1, 0.1, -0.1], [-0.1, 0.0, 0.0], [0.1, 0.0, 0.0], [0.0, 0.1, 0.0], [0.0, 0.1, 0.0], [0.0, -0.1, 0.0], [-0.4, -0.3, -0.8], [0.1, 0.1, 0.5], [-0.2, -0.4, 0.3], [0.2, 0.3, -0.3], [0.3, 0.5, -1.1], [0.2, -0.2, 0.4], [0.1, 0.4, -0.2], [-0.1, -0.5, 1.1], [-0.3, -0.1, 0.1], [0.2, 0.0, 0.0], [-0.1, 0.0, 0.0], [0.0, 0.0, 0.0], [0.0, 0.0, 0.1], [0.0, 0.1, -0.1], [0.0, 0.0, -0.1], [-0.1, 0.0, -0.1], [-0.1, 0.1, 0.0], [0.1, 0.0, 0.0], [0.1, -0.1, 0.0], [0.0, -0.2, -0.2], [-0.2, -0.1, 0.1], [-0.1, -0.1, 0.1], [0.1, 0.0, 0.2], [0.0, 0.1, 0.1], [0.0, 0.1, 0.1], [0.1, 0.0, 0.1], [0.0, -0.1, 0.0], [0.0, -0.1, -0.1], [0.0, -0.1, -0.1], [0.1, 0.0, -0.1], [0.0, 0.0, 0.0], [0.0, 0.0, 0.0], [0.0, 0.0, 0.1], [0.1, 0.2, -0.1], [-0.1, -0.1, -0.2], [0.1, 0.1, 0.0], [0.1, 0.0, 0.1], [0.0, 0.1, -0.1], [-0.1, 0.0, 0.0], [-0.1, -0.1, 0.1], [0.0, -0.1, 0.0], [0.1, -0.1, 0.0], [-0.3, 0.3, 0.5], [0.1, 0.0, 0.7], [-0.1, 0.1, -0.3], [0.2, 0.3, -0.3], [-0.2, -0.1, -0.4], [0.0, 0.0, -0.3], [-0.1, -0.2, 0.1], [-0.1, 0.0, 0.0], [0.0, -0.2, 0.0], [-0.1, 0.1, -0.1], [0.2, 0.0, 0.0], [0.1, 0.0, 0.2]]}

***

# 3
{"formula": "C19H43O2P3STi", "method": "the ωB97M-V functional and the def2-TZVPD basis", "orbital_gap_ev": [7.469, 4.552], "total_energy_ev": -86286.0744, "multiplicity": 2, "relative_energy_ev": 0.000, "e_lumo_ev": [-9.3, -11.9], "fmax_ev_per_a": 2.6, "total_charge": 3, "symbols": ["Ti", "P", "P", "P", "H", "C", "C", "H", "C", "C", "C", "C", "C", "C", "C", "C", "C", "H", "H", "H", "H", "H", "H", "H", "H", "H", "H", "H", "H", "H", "H", "H", "H", "H", "H", "H", "H", "H", "H", "H", "H", "H", "H", "H", "H", "H", "C", "C", "C", "C", "C", "C", "O", "H", "H", "H", "H", "H", "H", "C", "S", "C", "O", "H", "H", "H", "H", "H", "H"], "positions_angstrom": [[-0.4071, 0.3297, -0.3642], [-1.8767, -1.7430, 0.0293], [1.1494, -0.6495, 1.5581], [1.2286, -1.4285, -1.6002], [-1.2976, 6.1221, -6.1741], [-1.2867, 5.1618, -6.7102], [-2.2360, 4.2215, -6.5221], [-3.1040, 4.3730, -5.8617], [-3.3200, -0.9633, 0.8359], [-1.4628, -3.1326, 1.1438], [-2.5888, -2.5243, -1.4567], [2.6956, 0.3130, 1.6466], [0.2576, -0.1123, 3.0522], [1.7045, -2.3309, 2.0220], [0.7287, -1.3222, -3.3490], [1.3769, -3.2426, -1.3848], [2.9835, -0.8808, -1.6560], [-0.4671, 4.9994, -7.4285], [-2.1965, 3.2801, -7.0934], [-3.7484, -0.1971, 0.1735], [-3.0313, -0.4695, 1.7764], [-4.0904, -1.7166, 1.0570], [-1.1927, -2.7668, 2.1437], [-0.6250, -3.7223, 0.7507], [-2.3289, -3.8041, 1.2540], [-2.9470, -1.7400, -2.1416], [-3.4354, -3.1780, -1.1860], [-1.8411, -3.1261, -1.9972], [3.2109, 0.0581, 2.5839], [2.4444, 1.3821, 1.6314], [3.3475, 0.0945, 0.7891], [0.9446, -0.1354, 3.9152], [-0.6057, -0.7650, 3.2586], [-0.1161, 0.9148, 2.9071], [2.7689, -2.2998, 2.2995], [1.5827, -3.0428, 1.1963], [1.1381, -2.7095, 2.8857], [1.2367, -2.1087, -3.9305], [0.9900, -0.3393, -3.7728], [-0.3615, -1.4753, -3.4314], [1.5189, -3.7190, -2.3669], [0.4713, -3.6618, -0.9286], [2.2470, -3.4925, -0.7628], [3.3930, -1.0459, -2.6617], [3.5944, -1.4288, -0.9274], [3.0160, 0.1913, -1.4341], [-0.5934, 1.9728, -2.8935], [0.5403, 2.8035, -2.7870], [1.2313, 3.1251, -3.9542], [0.7193, 2.7070, -5.1858], [-0.5442, 2.1206, -5.2757], [-1.2932, 1.9247, -4.1084], [-0.9572, 1.1481, -1.9241], [1.0314, 1.1917, -0.6010], [0.9234, 2.9915, -1.7773], [2.1761, 3.6681, -3.8835], [1.2668, 2.9387, -6.0969], [-0.9781, 1.8717, -6.2529], [-2.3239, 1.5562, -4.0719], [-2.6565, 2.9798, 2.4634], [-1.9718, 2.9945, 0.7897], [-0.5898, 4.1323, 1.0332], [-1.2199, 1.5663, 0.8428], [-3.3394, 3.8361, 2.5486], [-1.8468, 3.0546, 3.2004], [-3.2016, 2.0384, 2.6051], [-0.2395, 4.0851, 2.0727], [0.2064, 3.8664, 0.3286], [-0.9758, 5.1366, 0.8265]], "atomic_forces_ev_per_a": [[0.6, -0.6, 0.4], [-0.5, -0.7, 0.4], [0.0, 0.7, 0.5], [0.4, 0.4, -0.6], [-0.1, -0.5, -0.3], [-0.2, -0.4, 0.2], [0.4, 0.4, -0.3], [0.5, -0.1, -0.3], [-0.2, 0.2, 0.2], [0.1, -0.1, 0.1], [0.0, 0.0, -0.3], [0.0, 0.1, 0.0], [-0.1, 0.3, 0.4], [0.0, -0.5, -0.3], [-0.3, 0.0, -0.4], [-0.2, -0.3, 0.2], [-0.1, 0.1, 0.0], [-0.5, 0.1, 0.4], [-0.3, 0.7, 0.2], [0.0, -0.2, 0.1], [0.0, -0.3, -0.3], [0.2, 0.2, -0.1], [-0.1, -0.1, -0.3], [-0.3, 0.2, 0.2], [0.2, 0.3, -0.1], [0.0, -0.3, 0.2], [0.3, 0.3, 0.0], [-0.2, 0.2, 0.3], [-0.1, 0.2, -0.3], [0.2, -0.3, 0.0], [-0.2, 0.1, 0.4], [-0.3, 0.0, -0.2], [0.3, 0.2, -0.1], [0.2, -0.4, 0.2], [-0.3, 0.0, -0.1], [0.1, 0.2, 0.4], [0.1, 0.2, -0.3], [-0.1, 0.4, 0.1], [-0.1, -0.3, 0.2], [0.4, 0.1, -0.1], [0.0, 0.2, 0.3], [0.3, 0.0, -0.2], [-0.3, 0.1, -0.1], [-0.1, -0.1, 0.3], [-0.1, 0.2, -0.2], [0.1, -0.2, -0.1], [-0.7, -0.7, 0.0], [1.8, 0.1, -0.3], [-0.1, 0.2, 1.8], [0.8, 0.7, -0.6], [-2.5, -0.4, 0.8], [0.2, -0.8, -1.5], [0.0, 1.2, -0.6], [0.1, -0.6, 0.3], [0.1, 0.1, -0.6], [-0.3, -0.1, -0.1], [0.0, -0.2, 0.2], [0.3, 0.1, 0.6], [0.5, -0.1, -0.4], [-0.2, 0.3, 0.0], [1.1, -1.2, 1.1], [-0.2, 0.2, 0.2], [-0.5, 0.9, -0.3], [0.1, -0.2, 0.0], [-0.2, 0.0, -0.3], [0.0, 0.3, -0.3], [-0.1, -0.1, -0.4], [-0.3, 0.1, 0.1], [0.1, -0.1, 0.0]]}